A structure of composition C54H136As2F18N9O12S2, computed with the ωB97M-V functional and the def2-TZVPD basis.

Computed properties:
Max |F|, Eh/bohr: 0.122
HOMO level, eV: -14.350
Orbital gap, eV: 6.614
LUMO, hartree: -0.2843

```
! RIJCOSX wB97M-V def2-TZVPD def2/J DEFGRID3
* xyz 5 1
C 0.976 1.144 -0.876
F 0.990 2.201 -0.046
F 1.528 1.459 -2.109
F 1.644 0.100 -0.392
S -0.924 0.630 -1.066
O -1.565 1.899 -1.534
O -0.851 -0.508 -2.014
N -1.438 0.201 0.553
S -1.324 -1.308 0.582
O -2.239 -1.978 -0.377
O 0.039 -1.851 0.479
C -1.940 -1.678 2.360
F -1.012 -1.333 3.251
F -3.154 -1.085 2.636
F -2.041 -2.993 2.468
C 7.244 10.382 -8.905
C 6.600 9.413 -7.840
N 6.559 7.931 -8.273
C 5.769 7.687 -9.581
C 8.096 7.393 -8.495
C 8.248 6.001 -9.080
C 6.031 7.054 -7.051
C 4.758 7.577 -6.354
O 3.769 7.958 -7.299
C 2.608 8.626 -6.783
H 7.246 11.340 -8.385
H 6.597 10.621 -9.749
H 8.298 10.279 -9.161
H 5.595 9.768 -7.614
H 7.159 9.484 -6.908
H 6.285 8.227 -10.375
H 4.798 8.169 -9.464
H 5.651 6.643 -9.870
H 8.546 7.555 -7.516
H 8.660 8.136 -9.059
H 8.128 5.943 -10.162
H 7.524 5.284 -8.694
H 9.177 5.532 -8.754
H 6.802 7.113 -6.283
H 5.969 5.998 -7.315
H 5.050 8.427 -5.738
H 4.300 6.842 -5.691
H 1.990 9.033 -7.583
H 2.866 9.500 -6.185
H 1.986 7.956 -6.190
C 6.625 -12.338 4.633
C 5.416 -12.472 5.612
N 4.078 -11.866 5.086
C 3.102 -11.909 6.271
C 4.288 -10.386 4.684
C 2.948 -9.593 4.343
C 3.434 -12.610 3.845
C 3.401 -14.133 3.936
O 2.729 -14.606 5.075
C 2.874 -16.031 5.202
H 6.959 -11.334 4.374
H 6.472 -12.907 3.716
H 7.553 -12.796 4.975
H 5.699 -12.103 6.598
H 5.212 -13.538 5.711
H 3.151 -12.868 6.787
H 2.137 -11.552 5.913
H 3.521 -11.135 6.915
H 4.944 -10.396 3.815
H 4.881 -9.916 5.469
H 3.075 -8.620 3.868
H 2.261 -9.317 5.143
H 2.407 -10.213 3.628
H 3.882 -12.350 2.886
H 2.390 -12.299 3.810
H 4.430 -14.485 3.869
H 2.823 -14.488 3.083
H 2.332 -16.390 6.077
H 3.951 -16.182 5.271
H 2.598 -16.622 4.329
C 6.316 0.658 5.145
C 6.443 1.581 6.375
N 7.358 2.845 6.108
C 8.693 2.336 5.673
C 6.765 3.730 5.026
C 5.408 4.451 5.346
C 7.474 3.631 7.474
C 8.339 4.957 7.434
O 9.642 4.652 6.897
C 10.618 5.595 7.315
H 7.141 -0.042 5.012
H 6.152 1.200 4.214
H 5.433 0.074 5.404
H 6.861 1.039 7.224
H 5.517 2.023 6.743
H 9.204 1.900 6.532
H 9.282 3.115 5.190
H 8.595 1.517 4.960
H 6.624 3.251 4.058
H 7.574 4.447 4.886
H 5.389 4.851 6.360
H 4.601 3.721 5.280
H 5.312 5.257 4.619
H 7.983 3.052 8.245
H 6.478 3.869 7.847
H 8.215 5.386 8.429
H 7.922 5.653 6.706
H 11.615 5.157 7.380
H 10.311 6.056 8.253
H 10.749 6.412 6.605
C -6.189 0.653 -6.132
C -6.686 2.019 -5.466
N -7.089 3.230 -6.355
C -8.255 2.895 -7.240
C -7.391 4.368 -5.367
C -8.360 4.078 -4.192
C -5.801 3.393 -7.282
C -5.508 4.915 -7.672
O -6.690 5.531 -8.242
C -6.542 6.813 -8.584
H -6.862 0.143 -6.821
H -5.955 -0.066 -5.347
H -5.206 0.708 -6.599
H -5.914 2.525 -4.886
H -7.536 1.768 -4.832
H -9.151 2.629 -6.679
H -8.104 2.010 -7.858
H -8.505 3.770 -7.839
H -7.793 5.174 -5.980
H -6.441 4.793 -5.042
H -9.290 3.635 -4.548
H -8.646 5.016 -3.715
H -7.864 3.522 -3.397
H -5.974 2.799 -8.179
H -4.846 3.186 -6.800
H -4.607 4.962 -8.283
H -5.271 5.442 -6.748
H -5.785 7.370 -8.032
H -7.515 7.263 -8.781
H -6.157 6.872 -9.602
C -8.640 -8.020 1.087
C -10.105 -7.450 1.393
N -10.384 -6.061 0.715
C -11.676 -5.552 1.436
C -9.103 -5.145 0.898
C -9.237 -3.607 0.464
C -10.889 -6.192 -0.738
C -9.994 -6.905 -1.729
O -8.717 -6.162 -1.943
C -7.696 -6.850 -2.635
H -7.924 -7.492 1.717
H -8.307 -7.861 0.061
H -8.579 -9.057 1.416
H -10.108 -7.252 2.465
H -10.959 -8.098 1.197
H -11.539 -5.435 2.511
H -12.453 -6.316 1.425
H -12.140 -4.695 0.946
H -8.291 -5.584 0.318
H -8.968 -5.213 1.977
H -9.924 -3.455 -0.368
H -8.262 -3.247 0.134
H -9.481 -2.951 1.300
H -11.122 -5.211 -1.153
H -11.804 -6.769 -0.608
H -10.507 -7.043 -2.681
H -9.803 -7.915 -1.366
H -6.735 -6.336 -2.664
H -8.158 -6.876 -3.623
H -7.564 -7.843 -2.206
C 5.942 -4.257 -3.243
C 5.041 -4.629 -4.463
C 3.616 -5.073 -4.143
O 2.770 -5.106 -5.294
C 1.535 -5.675 -4.948
N 4.926 -3.325 -5.249
H 4.674 -2.623 -4.568
H 5.731 -2.977 -5.749
H 4.173 -3.368 -5.921
H 5.532 -3.438 -2.653
H 6.980 -4.167 -3.564
H 5.942 -5.079 -2.527
H 5.506 -5.318 -5.168
H 3.175 -4.464 -3.354
H 3.754 -6.063 -3.707
H 1.102 -5.131 -4.109
H 1.515 -6.754 -4.798
H 0.902 -5.693 -5.835
C -6.191 4.665 11.897
C -6.831 3.920 10.694
C -6.837 2.385 10.946
O -7.574 1.781 9.872
C -7.356 0.405 9.822
N -8.304 4.387 10.344
H -8.484 5.339 10.059
H -8.566 3.828 9.545
H -8.989 4.221 11.068
H -6.202 5.755 11.856
H -5.189 4.238 11.919
H -6.680 4.490 12.855
H -6.311 4.160 9.767
H -7.277 2.179 11.922
H -5.828 1.973 10.917
H -6.397 0.235 9.332
H -8.149 -0.089 9.260
H -7.455 -0.101 10.782
C -2.889 7.190 2.086
C -2.418 6.443 3.267
C -2.485 7.241 4.615
O -2.216 6.467 5.757
C -2.137 7.338 6.916
N -3.163 5.129 3.515
H -4.173 5.125 3.481
H -2.728 4.398 2.971
H -3.075 4.789 4.462
H -2.160 7.943 1.785
H -3.815 7.687 2.373
H -3.105 6.550 1.230
H -1.382 6.138 3.118
H -3.415 7.802 4.708
H -1.723 8.018 4.553
H -1.322 8.060 6.952
H -1.864 6.667 7.731
H -3.071 7.855 7.134
As 9.341 2.208 -2.098
F 8.875 1.399 -0.520
F 7.902 1.473 -2.793
F 9.826 3.054 -3.592
F 10.834 2.798 -1.167
F 10.364 0.891 -2.676
F 8.523 3.689 -1.558
As 1.936 0.673 -10.625
F 2.415 1.173 -8.957
F 1.400 2.332 -11.004
F 1.513 -0.005 -12.268
F 2.430 -1.033 -10.197
F 0.270 0.349 -10.098
F 3.730 1.021 -11.130
*
```